Formula: C35H34IrN10O2S
Source: the Open Molecules 2025 dataset
Level of theory: ωB97M-V/def2-TZVPD

Results
LUMO energy	0.082	hartree
HOMO level	-4.500	eV
relative energy (zero: lowest compared OMol25 entry of this formula, charge and spin)	96.0	kJ/mol
total charge	-1
electronic energy	-2554.82092	Ha

Last column: Mulliken charge in e.
Positions of all 83 atoms, in Å:
Ir -0.02719 -0.77864 0.49137  0.60
S 2.33072 -0.84087 2.37118  1.73
O 2.51266 -0.83725 3.79779  -0.72
O 2.08718 0.41393 1.68682  -0.73
N 1.41527 -1.30214 -0.97233  0.10
N 4.91154 -3.53250 -2.86270  -0.73
N -2.33211 1.72529 0.24654  0.13
N 1.44332 -3.41792 3.55585  -0.41
N 2.73473 -2.39041 -2.70662  -0.76
N 6.75753 -3.59268 -0.43117  -0.63
N 1.07031 -1.79241 1.91070  -0.33
N -2.30278 1.96388 -2.02342  0.35
N -0.76006 -2.89944 2.82718  -0.25
N -0.95774 0.31090 -1.02735  -0.20
C -4.15476 3.33808 -2.69225  -0.84
C -4.82710 4.54530 -2.74684  -0.55
C 5.27414 -3.40767 1.48268  -0.79
C -0.08396 -0.76616 -5.01435  -0.70
C -1.09259 0.37527 1.88211  -0.68
C -0.89857 0.18842 3.26494  0.07
C 4.29690 -1.01346 0.48011  -0.30
C 0.45107 0.53565 -3.03754  1.48
C -0.67085 -0.00689 -2.40686  -1.13
C -1.21952 -1.26210 -4.39513  -1.02
C 5.30864 -1.67696 -0.18767  -0.47
C 0.73199 0.12671 -4.33637  -0.69
C -4.30298 5.64971 -2.09088  -0.70
C -3.77760 3.12770 2.13526  -1.44
C -2.03912 1.35385 1.57915  0.38
C 3.89069 -2.99556 -2.71283  0.56
C -0.96955 -2.40905 -0.28637  -1.21
C -0.41099 -4.62076 4.43916  -0.84
C -1.80732 1.29108 -0.90930  0.67
C -2.94953 3.21602 -1.99973  -0.02
C -2.76930 2.08151 2.54137  1.26
C -2.54239 1.81684 3.87688  -0.59
C 0.56519 -2.71863 2.80752  0.42
C 1.32962 1.54283 -2.35370  -1.72
C -3.10162 5.52944 -1.41244  -0.76
C 2.10527 -1.89627 -1.70012  0.49
C -1.59268 0.87105 4.24354  -1.70
C -1.22164 -3.84601 3.63016  -0.26
C 0.94629 -4.33999 4.35713  -0.21
C 3.76356 -1.55423 1.64038  -0.44
C 4.26581 -2.74387 2.15343  -0.56
C 5.78206 -2.90450 0.28171  0.52
C -1.05626 4.29290 -0.66621  -0.85
C -1.50831 -0.87828 -3.09300  0.17
C -2.39060 4.33221 -1.35838  1.37
H -1.86409 -1.96600 -4.90600  0.40
H -4.81844 6.60088 -2.11886  0.39
H -2.33244 1.43311 -2.87790  0.25
H -2.04978 -2.32913 -0.12713  0.25
H -1.39487 0.67064 5.28960  0.43
H 1.66629 -4.89096 4.95705  0.40
H -4.24121 3.56244 3.02003  0.38
H -2.29986 -3.98259 3.62646  0.42
H -2.37351 -1.27682 -2.57760  0.47
H -0.60860 -3.31226 0.21232  0.42
H -5.76284 4.61704 -3.28600  0.38
H 5.70828 -1.27692 -1.11090  0.44
H 6.62424 -3.49852 -1.43215  0.35
H -0.75811 -2.50834 -1.34894  0.45
H -0.58001 5.27138 -0.72587  0.59
H 0.99139 2.55746 -2.58381  0.31
H -3.32634 3.95127 1.57079  0.22
H -0.15519 -0.51829 3.60060  0.57
H 5.64565 -4.35337 1.86238  0.30
H -1.14539 4.02849 0.38970  0.17
H 1.62671 0.50664 -4.81601  0.42
H -2.67574 6.39763 -0.92208  0.42
H -3.04318 2.42661 0.13459  -0.10
H 0.17359 -1.07848 -6.01828  0.40
H 3.83548 -3.15009 3.05779  0.50
H -0.39067 3.55774 -1.11666  -0.18
H 3.88960 -0.08805 0.09580  0.41
H -4.58567 2.71545 1.52028  0.35
H 1.32726 1.41086 -1.27217  0.22
H -0.80375 -5.39017 5.08776  0.39
H 6.81396 -4.56755 -0.17976  0.21
H -3.10054 2.36489 4.62873  0.31
H -4.55713 2.46262 -3.18794  0.46
H 2.35756 1.44844 -2.70521  0.49

Formula: C35H34IrN3O3
Source: the Open Molecules 2025 dataset
Level of theory: ωB97M-V/def2-TZVPD

Results
LUMO energy (spin up / spin down)	-0.184 / -0.173	hartree
multiplicity	2
HOMO level (spin up / spin down)	-11.271 / -11.268	eV
relative energy (zero: lowest compared OMol25 entry of this formula, charge and spin)	239.6	kJ/mol
total charge	+1
electronic energy	-1848.20136	Ha

Last column: Mulliken spin population.
Positions of all 76 atoms, in Å:
Ir -0.16957 0.31121 -1.17906  0.69
O 1.80450 0.44299 -1.14327  0.11
O 0.00558 -1.72671 -2.04795  0.00
O -2.10214 0.22704 -1.09271  0.22
N -0.19361 0.25825 1.15085  -0.02
N 0.72003 -3.83431 -1.77262  0.00
N 2.23929 -2.15061 -2.18926  0.00
C -2.56589 0.93787 1.14296  -0.02
C 1.01813 0.01403 3.17598  0.00
C 4.17256 3.43917 1.79755  0.00
C -5.68465 2.11565 -1.72858  0.00
C -3.16982 -4.20909 0.75507  0.00
C 3.12455 4.34648 1.75867  0.00
C -6.78179 0.35532 -0.52351  0.00
C 2.14447 -0.52612 1.04347  -0.01
C -1.30167 0.55530 1.84329  0.02
C -3.06895 -3.71785 -0.54197  0.00
C -5.55243 -0.11440 -0.07832  0.00
C 4.66645 -1.21479 -0.19435  0.00
C 5.86768 -1.59487 -0.78888  0.00
C -3.21014 -3.32366 1.81932  0.00
C 4.59586 0.72317 -1.60591  0.00
C 4.03391 2.18346 1.22161  0.00
C -3.14617 -1.95203 1.59839  0.00
C -3.00753 -2.35145 -0.76504  0.00
C 1.80126 2.74620 0.55017  0.02
C 2.84623 1.82777 0.58947  0.00
C -6.85158 1.46673 -1.34861  0.00
C 6.42738 -0.82301 -1.79282  0.00
C 1.93411 3.99555 1.14059  0.00
C 2.67999 0.43191 -0.03845  0.01
C 0.97853 -2.53643 -2.01126  0.00
C 0.94691 -0.04084 1.79372  0.01
C 4.02949 -0.04498 -0.58885  0.01
C -3.04397 -1.45789 0.30498  0.03
C 5.78629 0.34146 -2.20152  0.00
C -0.35678 2.00108 -2.43890  -0.04
C -2.99589 0.03376 -0.02896  0.00
C -1.29007 0.57197 3.23063  0.00
C -0.11276 0.32514 3.90879  0.00
C -4.38292 0.52824 -0.46388  0.01
C -4.45640 1.64748 -1.28799  0.00
H 7.36020 -1.12248 -2.25206  0.00
H -2.93507 -1.96121 -1.77132  0.00
H -3.37528 1.00636 1.86691  0.00
H 5.10876 3.71120 2.26725  0.00
H 3.01855 -2.77534 -2.07441  0.00
H -5.51383 -0.99026 0.55657  0.00
H -3.22737 -5.27519 0.93160  0.00
H -0.99386 2.73626 -1.95614  0.00
H 0.88258 2.48692 0.04121  0.00
H 0.64919 2.36735 -2.61894  -0.01
H -2.43014 1.92644 0.69374  0.00
H 2.41520 -1.15012 -2.17995  0.00
H 4.85880 1.48261 1.26129  0.00
H -3.05475 -4.39981 -1.38414  0.00
H 3.23779 5.32632 2.20357  0.00
H 4.25533 -1.84064 0.58722  0.00
H -3.54279 2.13523 -1.60468  0.00
H -5.73102 2.98127 -2.37689  0.00
H 1.11099 4.69803 1.10555  0.00
H -3.19159 -1.28088 2.44646  0.00
H 2.93044 -0.72743 1.76686  0.00
H -3.29871 -3.69997 2.83056  0.00
H -2.19804 0.80840 3.76740  0.00
H -7.68833 -0.15843 -0.23071  0.00
H -0.24662 -4.11468 -1.74720  0.00
H 6.36352 -2.49880 -0.45793  0.00
H 1.41761 -4.54600 -1.89764  0.00
H 1.95492 -0.20082 3.66963  0.00
H -7.80955 1.81789 -1.70860  0.00
H 1.88054 -1.46037 0.53504  -0.01
H -0.07597 0.36233 4.98955  0.00
H -0.82053 1.56770 -3.32356  0.00
H 4.09437 1.62917 -1.92322  0.00
H 6.21619 0.95075 -2.98588  0.00